{
  "formula": "C41H112N14O14",
  "method": "the ωB97M-V functional and the def2-TZVPD basis",
  "species": ["C", "O", "N", "N", "H", "H", "H", "H", "C", "O", "N", "N", "H", "H", "H", "H", "C", "O", "N", "N", "H", "H", "H", "H", "C", "O", "C", "C", "N", "C", "C", "O", "C", "H", "H", "H", "H", "H", "H", "H", "H", "H", "H", "H", "H", "H", "H", "H", "C", "O", "C", "C", "N", "C", "C", "O", "C", "H", "H", "H", "H", "H", "H", "H", "H", "H", "H", "H", "H", "H", "H", "H", "C", "O", "C", "C", "N", "C", "C", "O", "C", "H", "H", "H", "H", "H", "H", "H", "H", "H", "H", "H", "H", "H", "H", "H", "C", "C", "C", "O", "C", "N", "H", "H", "H", "H", "H", "H", "H", "H", "H", "H", "H", "C", "C", "C", "O", "C", "N", "H", "H", "H", "H", "H", "H", "H", "H", "H", "H", "H", "C", "C", "C", "O", "C", "N", "H", "H", "H", "H", "H", "H", "H", "H", "H", "H", "H", "C", "C", "C", "O", "C", "N", "H", "H", "H", "H", "H", "H", "H", "H", "H", "H", "H", "C", "C", "C", "O", "C", "N", "H", "H", "H", "H", "H", "H", "H", "H", "H", "H", "H"],
  "positions_angstrom": [[-3.801, 2.413, -1.051], [-3.312, 3.171, -1.898], [-3.717, 1.047, -1.087], [-4.481, 2.900, 0.087], [-4.267, 0.542, -0.395], [-3.286, 0.595, -1.878], [-4.522, 3.905, 0.071], [-4.233, 2.441, 0.950], [-0.513, -1.284, 0.206], [-1.413, -2.136, 0.276], [0.665, -1.272, 0.904], [-0.634, -0.124, -0.548], [1.135, -0.393, 0.743], [0.780, -1.842, 1.724], [0.192, 0.408, -0.793], [-1.353, -0.148, -1.258], [-2.953, -2.290, -3.113], [-2.212, -1.342, -3.389], [-2.912, -3.008, -1.939], [-4.062, -2.538, -3.895], [-2.173, -2.880, -1.231], [-3.521, -3.803, -1.880], [-4.769, -3.208, -3.668], [-4.180, -1.951, -4.700], [-0.352, 3.614, -0.404], [0.850, 3.674, 0.335], [0.766, 4.387, 1.540], [0.857, 5.891, 1.324], [2.191, 6.225, 0.843], [2.218, 7.347, -0.095], [3.650, 7.798, -0.260], [4.442, 6.755, -0.747], [5.776, 7.136, -0.958], [-0.550, 4.557, -0.912], [-1.220, 3.338, 0.203], [-0.277, 2.797, -1.116], [1.590, 4.085, 2.198], [-0.134, 4.145, 2.122], [0.560, 6.437, 2.220], [0.156, 6.103, 0.499], [2.624, 5.389, 0.479], [1.650, 8.142, 0.387], [1.763, 7.038, -1.046], [4.006, 8.147, 0.723], [3.622, 8.721, -0.869], [5.911, 8.110, -1.428], [6.202, 6.326, -1.547], [6.306, 7.138, 0.005], [1.222, -0.849, 4.942], [0.935, -1.831, 3.976], [1.210, -3.165, 4.360], [0.546, -4.057, 3.333], [-0.919, -3.883, 3.380], [-1.583, -4.693, 2.342], [-2.994, -5.036, 2.704], [-2.982, -6.279, 3.354], [-4.284, -6.741, 3.637], [2.161, -1.049, 5.472], [0.405, -0.861, 5.673], [1.299, 0.102, 4.418], [0.834, -3.399, 5.361], [2.293, -3.346, 4.292], [0.742, -5.105, 3.560], [0.874, -3.766, 2.324], [-1.092, -2.893, 3.235], [-0.969, -5.598, 2.324], [-1.371, -4.194, 1.392], [-3.608, -5.160, 1.798], [-3.422, -4.205, 3.282], [-4.189, -7.753, 4.022], [-4.918, -6.705, 2.744], [-4.745, -6.122, 4.420], [3.597, -4.288, -1.172], [2.900, -3.789, -2.268], [1.853, -2.926, -1.869], [1.368, -2.135, -3.057], [0.529, -2.976, -3.906], [0.157, -2.315, -5.157], [-0.652, -3.260, -6.019], [0.145, -4.266, -6.555], [-0.406, -4.926, -7.653], [3.035, -5.133, -0.750], [3.691, -3.560, -0.354], [4.606, -4.602, -1.428], [2.237, -2.212, -1.137], [0.997, -3.517, -1.523], [2.226, -1.815, -3.674], [0.845, -1.255, -2.674], [1.046, -3.819, -4.142], [1.043, -1.987, -5.731], [-0.430, -1.427, -4.909], [-1.150, -2.642, -6.789], [-1.485, -3.658, -5.416], [-0.586, -4.234, -8.488], [-1.360, -5.377, -7.351], [0.263, -5.694, -8.029], [-6.291, -1.210, 1.901], [-5.189, -2.078, 1.242], [-5.628, -3.120, 0.231], [-6.342, -4.220, 0.692], [-7.531, -3.978, 1.430], [-4.155, -1.151, 0.711], [-6.037, -0.157, 1.994], [-6.542, -1.619, 2.882], [-7.224, -1.257, 1.334], [-4.764, -2.642, 2.091], [-4.684, -3.490, -0.181], [-6.115, -2.679, -0.656], [-8.110, -4.900, 1.451], [-8.088, -3.139, 1.019], [-7.266, -3.803, 2.481], [-3.703, -0.782, 1.545], [-3.459, -1.703, 0.203], [0.696, 0.514, -6.291], [-0.134, 1.630, -5.697], [-0.607, 2.692, -6.651], [0.437, 3.394, -7.245], [-0.040, 4.316, -8.204], [-1.302, 1.097, -4.968], [1.631, 0.972, -6.632], [0.243, 0.062, -7.176], [0.919, -0.254, -5.554], [0.459, 2.142, -4.921], [-1.425, 3.290, -6.208], [-1.217, 2.182, -7.433], [-0.622, 3.765, -8.957], [0.834, 4.715, -8.709], [-0.680, 5.064, -7.731], [-1.859, 1.884, -4.637], [-1.140, 0.485, -4.184], [4.163, -0.833, 2.841], [4.312, 0.403, 3.703], [5.750, 0.686, 4.097], [5.765, 1.964, 4.756], [7.052, 2.354, 5.190], [3.635, 1.550, 3.067], [4.627, -0.659, 1.861], [3.107, -0.998, 2.627], [4.647, -1.714, 3.263], [3.728, 0.247, 4.615], [6.461, 0.743, 3.267], [5.994, -0.028, 4.898], [7.352, 1.816, 6.099], [6.988, 3.426, 5.371], [7.825, 2.173, 4.431], [4.251, 1.936, 2.324], [3.620, 2.280, 3.776], [-4.263, -0.209, 4.860], [-3.194, -1.112, 4.274], [-2.039, -0.360, 3.647], [-2.559, 0.563, 2.697], [-1.605, 1.532, 2.325], [-2.622, -1.810, 5.466], [-5.011, -0.859, 5.320], [-4.838, 0.346, 4.111], [-3.838, 0.551, 5.510], [-3.533, -1.928, 3.622], [-1.336, -1.042, 3.151], [-1.476, 0.160, 4.433], [-1.659, 2.375, 3.028], [-1.860, 1.932, 1.345], [-0.596, 1.114, 2.290], [-2.024, -2.603, 5.243], [-3.371, -2.188, 6.033], [3.352, 1.107, -2.131], [3.670, 1.308, -0.653], [4.424, 2.600, -0.407], [5.151, 2.505, 0.813], [5.452, 3.787, 1.355], [2.429, 1.222, 0.126], [2.779, 0.191, -2.273], [4.211, 1.219, -2.788], [2.611, 1.858, -2.452], [4.285, 0.433, -0.407], [3.683, 3.407, -0.359], [5.136, 2.787, -1.220], [5.976, 3.681, 2.303], [4.555, 4.409, 1.432], [6.147, 4.319, 0.687], [2.656, 1.084, 1.114], [1.979, 2.149, 0.124]],
  "de_lowest_kj_mol": 0.0,
  "smiles": "COC[C@H](C)N.COC[C@H](C)N.COC[C@H](C)N.COC[C@H](C)N.COC[C@H](C)N.COCCNCCOC.COCCNCCOC.COCCNCCOC.NC(N)=O.NC(N)=O.NC(N)=O",
  "e_tot_ha": -3449.17738,
  "gap_ev": 8.86,
  "total_charge": 0
}